Version one
Computed, not measured: an isolated ion of composition C12H18N and charge +1, with ωB97M-V/def2-TZVPD.

Structure (XYZ):
```
31
Properties=species:S:1:pos:R:3:mulliken_charge:R:1
N -1.5020 0.3102 0.3321 0.207
C 1.7834 -0.1232 1.6051 -1.368
C 0.5531 -2.7324 -0.2835 -1.375
C -2.0132 -2.3435 -0.1633 -0.541
C -2.7572 -0.1507 0.2297 -0.050
C -1.3003 1.7053 0.5404 -0.363
C -3.0723 -1.4926 0.1833 -0.760
C 1.5779 -0.2267 0.0694 1.079
C -0.5281 -0.5010 0.0772 0.371
C 1.9258 0.9468 -0.7563 -1.247
C -0.7236 -1.9235 -0.1601 0.516
C -1.7261 2.5670 -0.6152 -1.177
C 1.6745 -1.6259 -0.5812 -1.218
H 0.6825 -3.0961 0.7207 0.340
H -1.6689 3.5385 -0.3465 0.500
H 2.6969 -1.8090 -0.2859 0.496
H 1.6598 -1.6073 -1.6136 0.441
H 0.4744 -3.6021 -0.8033 0.671
H 1.7723 0.7025 -1.7927 0.378
H -3.5823 0.5947 0.4592 0.297
H -2.2066 -3.3705 -0.3455 0.490
H -1.8069 2.1976 1.3799 0.341
H 1.7932 -1.1055 1.9118 0.452
H -4.0530 -1.8888 0.1426 0.415
H 2.7180 0.3149 1.7913 0.490
H -2.8244 2.3531 -0.8394 0.325
H 1.3563 1.7376 -0.3997 0.373
H -1.1538 2.4621 -1.6679 0.234
H -0.1957 1.8336 0.6756 0.044
H 3.0532 1.0903 -0.7360 0.377
H 1.0865 0.3941 2.2936 0.263
```

Calculated values
Highest occupied orbital energy in eV: -13.3
Total charge: +1
Orbital gap in Ha: 0.36273
Multiplicity: 1
M in g mol⁻¹: 176.28



Version two
Computed, not measured: an isolated ion of composition C12H18N and charge +1, with ωB97M-V/def2-TZVPD.

Structure (XYZ):
```
31
Properties=species:S:1:pos:R:3:mulliken_charge:R:1
N -2.6204 -0.9706 -0.4614 -0.155
C 0.5357 0.4830 -0.2516 0.774
C 0.9521 -0.7579 0.0805 -0.758
C 3.4247 -0.5934 0.5114 -0.864
C 0.8573 2.8613 -0.8859 -0.730
C 2.0527 -2.7812 -0.0819 -1.235
C -0.5855 1.9184 0.9975 -1.170
C -0.8968 0.8551 -0.1681 0.581
C 1.2314 1.5838 -0.9229 -0.450
C -0.0537 3.1632 0.3265 -1.076
C -3.4951 -2.1947 -0.1677 -0.791
C -1.8136 -0.2274 0.2639 -0.719
C 2.2732 -1.2741 0.2878 0.588
H 1.9060 1.3997 -1.8542 0.242
H 0.4871 3.8543 0.8986 0.529
H -1.4462 2.1825 1.5271 0.489
H -3.8602 -2.6282 -1.0956 0.309
H 0.0480 1.2946 1.5278 0.658
H 1.3093 -2.6841 -0.8802 0.345
H -0.8380 3.8087 0.1533 0.553
H 0.0277 -1.3385 0.3556 0.383
H 3.3375 0.5234 0.9317 0.215
H -2.7815 -0.8108 -1.3856 0.273
H -4.3583 -1.8129 0.3291 0.375
H -1.9293 -0.3975 1.3586 0.454
H 1.6972 -3.3436 0.7225 0.305
H 1.2524 3.6240 -1.5380 0.450
H 3.0112 -3.1739 -0.3196 0.422
H 4.4810 -0.9681 0.4108 0.298
H -1.2836 1.3484 -1.1951 0.410
H -2.9226 -2.9437 0.5253 0.297
```

Calculated values
SMILES: C=C(C)/C=C1\C=CCC[C@@H]1/C=[NH+]/C
Highest occupied orbital energy in eV: -11.4
Total charge: +1
Orbital gap in Ha: 0.24929
Multiplicity: 1
M in g mol⁻¹: 176.28



version one has the most favorable energy; the next structure is 187.0 kJ/mol above.



Version one
Computed, not measured: C6H8N2 as an isolated structure, with ωB97M-V/def2-TZVPD.

Structure (XYZ):
```
16
Properties=species:S:1:pos:R:3:mulliken_charge:R:1
N -0.9375 0.0410 -0.0379 0.122
N -3.0214 -0.6950 -0.3431 -0.626
C 3.2414 -0.2490 -0.8356 -0.358
C 2.3941 -0.4510 0.2132 -0.295
C -2.2949 0.3641 -0.1714 0.110
C 1.0183 -0.2746 0.7941 0.087
C 0.2579 1.0978 0.0251 -0.798
C -0.1729 -1.1360 -0.0302 -0.591
H 0.7481 1.6043 -0.7426 0.373
H 4.4960 0.2732 -0.7638 0.268
H 0.3666 -1.4588 -1.0634 0.294
H -0.7564 -1.9123 0.7185 0.300
H 1.0173 -0.2216 1.9021 0.380
H -3.9193 -0.3800 -0.0592 0.213
H 0.0777 1.8659 0.8523 0.287
H -2.5151 1.5320 -0.4580 0.235
```

Calculated values
Highest occupied orbital energy in eV: -8.7
Total charge: 0
Orbital gap in Ha: 0.32638
Multiplicity: 1
M in g mol⁻¹: 108.14



Version two
Computed, not measured: one molecule with the formula C6H8N2, with ωB97M-V/def2-TZVPD.

Structure (XYZ):
```
16
Properties=species:S:1:pos:R:3:mulliken_charge:R:1
N -0.1030 0.3312 -1.3838 -0.670
N -2.0969 -1.5882 0.0378 -0.753
C 1.5526 -0.9850 0.0738 -1.155
C -0.8547 0.5256 -0.0949 0.220
C -1.7662 -0.4316 0.4650 -0.069
C -0.3640 1.8384 0.4572 -0.511
C 0.9389 1.6271 0.2736 -0.855
C 0.7643 0.2248 -0.2809 1.021
H 1.9725 -0.8968 1.0778 0.324
H 1.8285 2.2165 0.3965 0.414
H 2.3653 -1.1303 -0.6440 0.325
H -1.6516 -1.8507 -0.8457 0.221
H -2.2422 -0.1042 1.3890 0.380
H 0.9016 -1.8694 0.0429 0.315
H -0.9330 2.6627 0.8475 0.449
H -0.3121 -0.5700 -1.8118 0.346
```

Calculated values
SMILES: [H]/N=C\[C@@]12C=C[C@]1(C)N2
Highest occupied orbital energy in eV: -8.0
Total charge: 0
Orbital gap in Ha: 0.32082
Multiplicity: 1
M in g mol⁻¹: 108.14



version two has the most favorable energy; the next structure is 426.8 kJ/mol above.